Record 1
14
Properties=species:S:1:pos:R:3:forces:R:3 method="wB97M-V/def2-TZVPD" largest_force_ev_per_a=0.4 homo_energy_ha=-0.360 gap_ev=10.752 smiles="CCOCC=O" energy_ha=-307.642087 spin_multiplicity=1
H -0.560 -1.229 0.413 -0.078 -0.018 -0.105
H -1.887 -1.296 -0.713 0.097 -0.010 -0.137
H 1.868 1.499 0.720 -0.030 -0.120 -0.040
O 0.698 0.918 -0.813 0.026 0.036 -0.029
C -0.559 0.338 -1.142 -0.259 -0.103 -0.071
C -0.818 -1.080 -0.635 0.045 -0.058 -0.096
H 1.957 -0.236 0.378 -0.108 0.052 0.018
H -1.360 1.013 -0.813 0.063 -0.103 0.062
O 0.582 -0.337 2.515 -0.071 0.375 -0.184
C 0.313 0.377 1.581 0.107 -0.081 0.205
H -0.661 0.905 1.517 0.082 0.018 0.092
H -0.264 -1.827 -1.206 -0.018 0.077 -0.012
C 1.272 0.621 0.434 0.192 -0.108 0.183
H -0.581 0.334 -2.235 -0.046 0.041 0.115

Record 2
31
Properties=species:S:1:pos:R:3:forces:R:3 method="wB97M-V/def2-TZVPD" largest_force_ev_per_a=0.5 homo_energy_ha="-0.113 / -0.141" gap_ev="6.166 / 6.268" energy_ha=-3128.653663 spin_multiplicity=2 total_charge=-1
H -3.135 3.169 1.618 0.002 0.009 0.005
H 2.855 -4.188 -0.183 -0.005 0.011 0.010
S -0.129 6.352 2.520 0.003 0.004 -0.010
H -2.576 0.882 1.100 0.008 0.007 -0.031
H -3.270 4.839 2.795 0.002 -0.002 0.011
C 0.267 3.316 1.787 -0.018 -0.007 0.048
H 1.487 1.619 1.401 -0.006 0.003 -0.034
C -2.092 2.885 1.624 0.000 -0.002 0.027
C -1.058 3.834 1.903 0.001 0.000 -0.010
H -2.743 6.438 2.892 0.000 0.001 -0.001
H -0.539 -5.002 -2.793 -0.005 -0.003 0.006
H 3.455 -3.836 -1.813 0.009 0.000 0.005
C 0.469 -5.036 -2.377 0.047 -0.002 -0.018
H 1.741 -2.372 -3.912 0.000 0.003 0.002
H 1.279 -1.028 -2.856 0.010 0.001 -0.004
H 1.102 3.977 1.967 0.002 -0.003 0.003
N -0.519 1.111 1.241 -0.142 0.029 -0.357
C 1.009 -2.037 -3.174 0.000 -0.002 0.016
C -1.314 5.176 2.281 0.005 -0.003 0.001
C -1.787 1.594 1.310 0.042 0.047 0.072
H 1.166 -5.331 -3.165 -0.001 -0.003 0.007
H -0.290 -3.296 0.562 -0.127 -0.152 -0.148
Hg -0.263 -0.837 0.292 -0.078 -0.106 0.239
H 3.199 -2.518 -0.651 -0.004 0.002 0.004
C -0.417 -2.739 -0.383 0.362 0.238 0.212
C 0.480 2.012 1.472 0.069 -0.070 0.032
H 0.490 -5.801 -1.598 -0.012 0.008 0.009
N -2.649 5.546 2.431 -0.009 -0.007 -0.006
Ge 0.939 -3.264 -1.632 -0.163 -0.013 -0.068
C 2.810 -3.473 -1.008 0.009 0.001 -0.024
H 0.030 -1.992 -3.652 -0.001 0.011 0.002

Record 3
15
Properties=species:S:1:pos:R:3:forces:R:3 method="wB97M-V/def2-TZVPD" largest_force_ev_per_a=3.8 homo_energy_ha="-0.230 / -0.320" gap_ev="4.179 / 6.615" energy_ha=-2371.523375 spin_multiplicity=2
Mg -1.989 0.822 -0.250 1.509 -0.236 -0.257
H 0.278 2.659 -1.974 -0.115 -0.229 -0.105
O -1.484 1.565 -1.900 -1.116 -0.026 0.332
O -0.112 0.530 0.685 -1.443 -1.842 2.945
C -0.646 -0.516 1.272 0.270 2.961 -2.185
H 0.095 1.403 -3.224 -0.162 0.106 0.100
O 1.478 -1.416 1.901 -0.632 -0.141 0.113
C 0.646 0.654 -1.301 0.989 0.347 -2.108
H 1.630 0.977 -0.945 -0.401 -0.581 0.021
C 0.221 -1.506 2.002 1.865 -1.513 1.410
O -1.898 -0.685 1.105 -0.332 -0.330 0.055
Cu 1.779 -3.341 3.585 -1.337 1.450 -1.316
O -0.333 -2.381 2.726 0.246 -0.035 0.098
C -0.108 1.638 -2.161 0.314 -0.280 0.666
H 0.442 -0.402 -1.520 0.343 0.349 0.231

Record 4
129
Properties=species:S:1:pos:R:3:forces:R:3 method="wB97M-V/def2-TZVPD" largest_force_ev_per_a=3.2 homo_energy_ha=-0.464 gap_ev=1.556 energy_ha=-5462.204065 spin_multiplicity=1 total_charge=+2
H 6.831 2.135 1.023 0.195 -0.022 -0.037
C -4.681 5.867 0.365 0.153 0.513 -0.425
H 7.051 -2.421 2.262 -0.262 0.438 0.253
O 1.852 2.577 2.343 -0.884 0.219 1.037
C -4.069 4.614 -0.226 -0.489 0.420 1.209
H -2.910 -2.703 3.949 -0.090 0.132 -0.156
O -0.456 0.496 -1.751 0.119 -0.791 0.511
H -1.582 -2.733 2.856 0.034 0.404 -0.332
H 4.894 0.101 0.488 -0.120 0.478 0.310
F 0.985 -1.986 2.268 -0.060 -0.165 0.299
C -5.752 -5.964 -2.678 0.689 0.449 0.078
C -4.998 -5.254 -1.729 -0.797 -0.669 0.961
C 5.948 0.214 0.760 -0.065 -0.449 -0.130
O 6.577 0.803 -1.799 -0.139 0.362 0.190
F -0.997 -2.249 0.250 0.088 -0.201 0.547
H 6.111 0.106 1.831 -0.208 -0.087 -0.022
H 3.022 1.554 4.326 -0.164 0.605 -0.236
O -3.608 1.114 2.643 0.528 -0.064 -0.186
C 5.186 -2.674 3.392 0.464 -1.115 -0.112
H -3.869 6.454 0.795 -0.082 -0.044 0.194
C 3.004 2.832 2.006 0.065 -0.579 -0.989
F -2.121 -1.848 -1.499 -0.615 0.219 -0.273
C 7.621 2.896 -1.313 -0.080 0.613 0.476
H 2.259 -2.101 -6.170 -0.153 -0.006 -0.161
H 3.488 -3.245 4.551 -0.142 0.036 -0.220
C 4.667 -4.934 3.963 0.435 -0.186 -0.261
C 6.849 1.660 -0.970 0.335 -0.788 -0.746
H -2.207 5.951 -3.187 0.160 0.285 -0.088
H 1.380 -0.341 5.650 -0.125 0.141 -0.284
H -4.885 -5.708 -0.751 -0.055 0.231 0.088
H -4.830 5.072 -1.992 -0.197 -0.231 -0.193
C -1.389 -0.272 -5.101 0.693 0.343 -0.359
H -0.068 2.760 -3.067 0.241 -0.416 0.086
H -5.201 6.515 -0.343 0.009 -0.173 -0.127
F -2.947 -1.401 0.474 -0.525 0.272 0.017
H -6.554 0.339 1.951 0.014 -0.080 -0.139
H 1.126 4.004 -3.193 0.297 0.049 0.225
N 6.532 1.468 0.335 -0.327 0.030 0.205
N -5.637 0.700 1.747 -0.792 -0.496 -0.200
H 4.076 2.838 0.112 0.087 -0.201 0.396
H -4.214 2.210 -1.824 -0.107 0.168 0.225
C -0.621 -0.597 4.849 0.179 0.709 0.476
H -6.181 -6.926 -2.442 -0.033 0.015 0.053
C 0.369 -0.554 5.995 0.061 -1.005 0.110
C -5.208 0.013 4.038 -0.316 0.873 -0.409
H -1.321 -4.399 -5.403 0.091 0.034 -0.247
Cl -2.922 0.270 -4.452 -0.339 -0.222 0.127
C -4.405 -3.584 -3.344 -0.129 -0.147 0.615
C -5.174 -4.266 -4.270 -0.485 -0.116 0.460
H -2.788 3.152 -2.218 0.022 0.013 0.230
H -6.289 -0.121 3.999 0.097 -0.690 0.137
H 4.067 -5.661 4.491 -0.144 0.046 -0.089
H 2.447 3.362 -0.012 -0.242 0.203 0.436
H -5.390 5.608 1.148 0.127 -0.152 0.075
H 7.254 3.752 -0.739 -0.096 0.052 -0.152
S -1.109 0.362 -0.477 -1.748 1.337 -0.562
O 2.283 0.868 0.150 -0.759 -0.602 0.356
H -4.608 -0.875 4.218 -0.345 -0.204 0.076
H -5.049 0.713 4.857 0.318 0.025 -0.079
N -4.396 4.317 -1.490 0.258 0.105 0.206
C 0.747 -2.849 -3.231 -0.207 0.192 0.710
H 0.129 0.169 6.770 -0.275 0.084 -0.163
H -0.509 6.108 -3.688 -0.053 -0.184 -0.324
F 3.018 -1.578 1.632 0.001 -0.187 0.010
H 0.409 -1.554 6.436 0.114 0.174 0.304
F 4.869 -1.380 3.481 0.178 0.383 -0.016
In -1.162 2.718 2.311 0.109 -1.225 -1.255
C 5.834 -5.353 3.321 -0.176 0.044 0.216
H 4.966 2.544 2.301 -0.013 0.160 -0.129
H 4.507 0.854 3.972 0.476 0.331 -0.017
H -1.094 -2.485 5.346 0.020 -0.122 -0.092
C 1.855 -1.037 1.962 -0.322 0.385 -1.160
O -3.380 3.909 0.510 0.423 -0.466 -0.408
H -3.752 -2.769 -3.625 -0.416 0.322 -0.090
H 6.392 -0.630 0.229 0.449 0.154 0.104
C 6.369 -3.087 2.777 0.443 0.503 -0.602
C -4.438 -4.031 -2.009 0.795 0.521 -1.618
F 2.024 -0.217 2.977 -0.127 0.043 0.197
H -6.214 1.320 -0.218 -0.389 -0.186 0.512
O -2.260 1.221 -0.348 0.248 -0.354 1.065
C -5.342 1.141 0.410 0.566 0.822 -0.718
C -3.878 3.172 -2.205 0.244 -0.050 -0.818
O -0.826 0.404 4.170 -0.061 0.424 -0.743
H -2.590 -1.228 3.064 0.541 0.325 0.096
H -6.294 -6.024 -4.741 -0.395 0.274 0.032
H 2.489 -1.691 -3.757 -0.107 0.068 0.140
Cl -0.542 1.089 -5.885 0.129 -0.056 0.166
H -4.711 0.451 -0.147 0.098 -0.233 0.228
H -0.765 -0.642 -4.292 -0.066 0.062 0.034
H -3.921 -3.385 -1.317 0.042 -0.480 0.437
H -1.304 5.687 -1.143 -0.202 -0.243 0.121
C -0.476 -3.837 -5.029 -0.192 -0.401 0.105
H 1.361 2.667 -1.961 0.030 -0.119 -0.215
C -5.861 -5.440 -3.938 0.379 -0.367 -0.785
C -0.309 -3.676 -3.678 0.281 0.883 0.027
C -4.747 0.644 2.736 0.560 0.675 0.734
C 4.326 -3.599 3.963 -0.021 0.401 0.713
H -4.796 2.085 0.444 0.077 -0.143 0.137
C 0.669 3.319 -2.481 -0.930 0.564 0.131
H -4.203 3.260 -3.241 -0.073 -0.069 0.038
H -1.479 4.564 -3.847 0.555 -0.157 0.015
H 0.862 -2.544 -2.199 -0.212 -0.431 0.060
C -0.171 4.063 -1.455 -0.722 -0.228 -0.305
F -5.352 -3.768 -5.491 0.398 -0.053 -0.236
H 6.042 -6.415 3.318 0.233 0.051 -0.104
H 7.554 -4.839 2.214 0.257 0.510 -0.020
F 0.198 -3.342 -7.204 0.205 -0.171 0.039
H 7.549 3.101 -2.375 0.060 -0.052 0.004
O -0.302 3.638 -0.303 0.843 -0.275 0.725
H 3.702 4.411 0.742 -0.221 0.093 0.035
H -1.498 -1.007 -5.892 -0.408 -0.101 0.207
C -1.245 5.440 -3.245 -0.416 0.468 0.386
O 1.251 -1.185 -0.602 -0.634 -0.115 0.625
N -0.895 5.120 -1.867 0.238 -0.079 -0.213
C 1.656 -2.282 -4.114 0.362 -0.251 -0.954
N 4.070 2.508 2.756 -0.153 0.012 0.041
C 0.451 -3.254 -5.906 -0.634 0.043 -0.247
H 8.665 2.795 -1.012 0.035 -0.227 -0.192
N -1.262 -1.766 4.665 0.526 0.739 0.253
C 3.306 3.397 0.651 0.632 0.506 -0.690
C -1.873 -1.407 -0.269 1.664 0.269 -0.678
C 4.033 1.837 4.031 -0.452 -0.737 0.494
C 6.702 -4.423 2.730 -1.155 -1.162 0.376
H -1.043 -4.042 -2.975 0.074 -0.209 -0.005
C -2.108 -2.071 3.548 -0.842 -1.441 0.207
S 1.283 -0.149 0.395 3.032 0.913 0.518
H 4.462 2.458 4.816 0.148 -0.100 -0.015
C 1.536 -2.507 -5.477 0.409 0.264 0.531
N -0.134 0.522 0.846 -0.642 -0.911 -1.411

Record 5
16
Properties=species:S:1:pos:R:3:forces:R:3 method="wB97M-V/def2-TZVPD" largest_force_ev_per_a=2.3 homo_energy_ha=-0.418 gap_ev=12.516 smiles=CC.CC energy_ha=-159.562135 spin_multiplicity=1
H 2.078 -0.741 -1.450 0.642 -1.097 0.216
C -2.124 0.034 -0.295 -0.539 1.576 -0.135
H -2.328 -0.526 0.618 -0.222 0.199 -0.023
H -2.948 1.961 0.358 -0.793 -0.028 -0.752
C 2.502 -0.954 0.786 1.930 1.293 -0.194
C -2.018 1.585 -0.057 -0.183 -1.315 1.923
H -1.227 -0.390 -0.719 0.218 0.054 -0.290
H -1.465 1.792 0.882 0.958 0.061 -1.044
H -2.958 -0.041 -1.001 0.174 -0.691 0.089
C 1.658 -0.711 -0.445 -1.589 0.057 0.146
H 3.171 -1.806 0.673 -0.402 -0.378 0.200
H -1.751 2.132 -0.953 0.335 0.158 0.222
H 1.295 0.308 -0.535 -0.402 0.389 0.823
H 3.227 -0.123 0.915 -0.308 -0.222 -0.102
H 0.763 -1.359 -0.334 0.472 0.313 -0.725
H 1.972 -0.963 1.741 -0.290 -0.370 -0.355